Here is a cluster of 3 separate species, C33H62ClN2O13P in total from the Open Molecules 2025 dataset. Energies are from ωB97M-V with the def2-TZVPD basis set.

Lowest unoccupied orbital energy ... 0.2574 eV
SMILES ... CCCO[C@@]1(COCOCCO)[C@H](c2cccnc2)C(=O)N[C@@]1(CCCCOC)P(O)Cl.COCCOCCOC.COCCOCCOC
HOMO level ... -8.3 eV
Energy ... -86628.9504 eV
Frontier orbital gap ... 8.6 eV

Each atom is followed by the atoms it is bonded to, with distances in Å.
Cartesian coordinates (Å):
1 C 1.222 0.583 3.219  C2 1.569, H33 1.118, H34 1.109, H35 1.111
2 C 0.977 -0.322 4.477  C1 1.569, C3 1.562, H36 1.113, H37 1.116
3 C 0.926 -1.856 4.189  C2 1.562, O4 1.445, H38 1.119, H39 1.108
4 O -0.455 -2.277 4.131  C3 1.445, C5 1.431
5 C -0.905 -2.637 2.822  O4 1.431, C6 1.543, C13 1.592, C23 1.596
6 C -0.529 -1.750 1.617  C5 1.543, O7 1.440, H40 1.117, H41 1.118
7 O -0.844 -2.382 0.362  C6 1.440, C8 1.423
8 C -0.160 -1.703 -0.687  O7 1.423, O9 1.411, H42 1.118, H43 1.118
9 O -0.934 -1.670 -1.866  C8 1.411, C10 1.424
10 C -1.378 -0.355 -2.183  O9 1.424, C11 1.565, H44 1.114, H45 1.114
11 C -2.369 0.266 -1.143  C10 1.565, O12 1.436, H46 1.116, H47 1.117
12 O -3.699 0.439 -1.657  C11 1.436, H48 0.967
13 C -0.732 -4.205 2.610  C5 1.592, C14 1.551, C20 1.582, H49 1.117
14 C 0.611 -4.711 2.023  C13 1.551, C15 1.428, C19 1.415
15 C 1.758 -4.841 2.863  C14 1.428, C16 1.431, H50 1.099
16 C 2.894 -5.360 2.164  C15 1.431, C17 1.407, H51 1.102
17 C 2.794 -5.673 0.796  C16 1.407, N18 1.349, H52 1.111
18 N 1.753 -5.531 -0.051  C17 1.349, C19 1.348
19 C 0.710 -5.045 0.652  C14 1.415, N18 1.348, H53 1.110
20 C -2.063 -4.744 1.947  C13 1.582, O21 1.189, N22 1.405
21 O -2.294 -5.821 1.500  C20 1.189
22 N -2.887 -3.606 1.983  C20 1.405, C23 1.463, H54 1.016
23 C -2.488 -2.659 3.024  C5 1.596, N22 1.463, C24 1.561, P30 1.921
24 C -3.280 -1.317 2.926  C23 1.561, C25 1.565, H55 1.118, H56 1.114
25 C -2.744 -0.171 3.848  C24 1.565, C26 1.580, H57 1.111, H58 1.117
26 C -3.896 0.694 4.495  C25 1.580, C27 1.553, H59 1.115, H60 1.106
27 C -3.252 1.439 5.696  C26 1.553, O28 1.436, H61 1.122, H62 1.122
28 O -4.232 1.894 6.641  C27 1.436, C29 1.426
29 C -3.610 2.604 7.710  O28 1.426, H63 1.117, H64 1.116, H65 1.113
30 P -3.054 -3.582 4.610  C23 1.921, O31 1.678, Cl32 2.113
31 O -3.469 -2.425 5.752  P30 1.678, H66 0.972
32 Cl -4.859 -4.600 4.195  P30 2.113
33 H 0.256 0.809 2.702  C1 1.118
34 H 1.848 0.054 2.472  C1 1.109
35 H 1.628 1.574 3.514  C1 1.111
36 H 1.727 -0.044 5.253  C2 1.113
37 H -0.006 -0.011 4.902  C2 1.116
38 H 1.360 -2.361 5.088  C3 1.119
39 H 1.541 -2.185 3.328  C3 1.108
40 H -1.046 -0.760 1.598  C6 1.117
41 H 0.563 -1.514 1.566  C6 1.118
42 H 0.810 -2.194 -0.949  C8 1.118
43 H 0.031 -0.656 -0.344  C8 1.118
44 H -0.554 0.372 -2.368  C10 1.114
45 H -1.946 -0.444 -3.137  C10 1.114
46 H -2.438 -0.329 -0.201  C11 1.116
47 H -1.971 1.274 -0.873  C11 1.117
48 H -3.978 1.313 -1.352  O12 0.967
49 H -0.641 -4.545 3.670  C13 1.117
50 H 1.801 -4.619 3.939  C15 1.099
51 H 3.847 -5.516 2.694  C16 1.102
52 H 3.705 -6.104 0.328  C17 1.111
53 H -0.211 -4.887 0.053  C19 1.110
54 H -3.875 -3.714 1.771  N22 1.016
55 H -3.226 -0.955 1.870  C24 1.118
56 H -4.350 -1.478 3.194  C24 1.114
57 H -2.167 -0.568 4.711  C25 1.111
58 H -2.029 0.461 3.267  C25 1.117
59 H -4.596 -0.052 4.941  C26 1.115
60 H -4.383 1.367 3.765  C26 1.106
61 H -2.624 2.313 5.379  C27 1.122
62 H -2.553 0.775 6.270  C27 1.122
63 H -3.833 2.138 8.699  C29 1.117
64 H -3.964 3.663 7.732  C29 1.116
65 H -2.501 2.637 7.625  C29 1.113
66 H -4.112 -2.784 6.388  O31 0.972
67 C -0.802 2.031 -9.524  O68 1.418, H76 1.094, H77 1.091, H78 1.092
68 O 0.055 1.273 -8.687  C67 1.418, C69 1.418
69 C 0.494 1.966 -7.530  O68 1.418, C70 1.522, H79 1.094, H80 1.097
70 C 0.352 1.122 -6.272  C69 1.522, O71 1.423, H81 1.095, H82 1.090
71 O -0.982 0.835 -5.867  C70 1.423, C72 1.427
72 C -1.753 -0.034 -6.695  O71 1.427, C73 1.522, H83 1.089, H84 1.095
73 C -1.263 -1.472 -6.776  C72 1.522, O74 1.419, H85 1.096, H86 1.094
74 O -0.049 -1.569 -7.504  C73 1.419, C75 1.414
75 C 0.917 -2.413 -6.909  O74 1.414, H87 1.096, H88 1.091, H89 1.094
76 H -0.206 2.614 -10.232  C67 1.094
77 H -1.422 1.329 -10.084  C67 1.091
78 H -1.460 2.684 -8.947  C67 1.092
79 H -0.043 2.910 -7.398  C69 1.094
80 H 1.557 2.196 -7.677  C69 1.097
81 H 0.785 1.698 -5.448  C70 1.095
82 H 0.944 0.209 -6.336  C70 1.090
83 H -1.893 0.403 -7.683  C72 1.089
84 H -2.744 -0.054 -6.230  C72 1.095
85 H -2.014 -2.064 -7.311  C73 1.096
86 H -1.159 -1.875 -5.764  C73 1.094
87 H 0.900 -2.354 -5.815  C75 1.096
88 H 1.902 -2.081 -7.243  C75 1.091
89 H 0.768 -3.447 -7.231  C75 1.094
90 C 3.239 2.134 -2.380  O91 1.419, H99 1.094, H100 1.091, H101 1.093
91 O 2.981 3.371 -1.736  C90 1.419, C92 1.418
92 C 1.965 3.306 -0.749  O91 1.418, C93 1.522, H102 1.095, H103 1.097
93 C 2.381 3.991 0.545  C92 1.522, O94 1.423, H104 1.095, H105 1.090
94 O 3.432 3.361 1.269  C93 1.423, C95 1.426
95 C 4.735 3.372 0.690  O94 1.426, C96 1.521, H106 1.090, H107 1.095
96 C 5.389 4.740 0.562  C95 1.521, O97 1.419, H108 1.096, H109 1.094
97 O 4.751 5.531 -0.429  C96 1.419, C98 1.414
98 C 4.524 6.872 -0.044  O97 1.414, H110 1.096, H111 1.091, H112 1.094
99 H 2.566 2.015 -3.234  C90 1.094
100 H 4.267 2.159 -2.745  C90 1.091
101 H 3.141 1.289 -1.694  C90 1.093
102 H 1.674 2.272 -0.537  C92 1.095
103 H 1.090 3.830 -1.154  C92 1.097
104 H 1.515 3.963 1.215  C93 1.095
105 H 2.596 5.047 0.387  C93 1.090
106 H 4.740 2.832 -0.257  C95 1.090
107 H 5.350 2.782 1.377  C95 1.095
108 H 6.429 4.600 0.249  C96 1.096
109 H 5.382 5.235 1.538  C96 1.094
110 H 4.271 6.960 1.019  C98 1.096
111 H 3.675 7.246 -0.618  C98 1.091
112 H 5.400 7.486 -0.273  C98 1.094